No. 1
ORCA calculation (wB97M-V/def2-TZVPD) on CH6N4O in the gas phase at a distorted geometry.

Structure (XYZ):
```
12
Properties=species:S:1:pos:R:3:lowdin_charge:R:1
C 0.35936 1.09149 -0.02159 -0.536
H -1.58366 -0.53299 -1.17278 0.065
H -1.73193 -1.13499 0.30490 0.064
H -1.48044 1.61502 0.49005 0.151
H 2.18437 0.42287 -0.50044 0.127
H 0.53107 -1.77071 -0.20874 0.057
H 1.13689 -1.23286 1.22151 0.093
N -1.74395 -0.28572 -0.23041 0.016
N -0.94204 0.73847 0.31281 -0.029
N 1.24248 0.05695 -0.38436 -0.038
N 1.31025 -1.24283 0.19428 0.002
O 0.71759 2.27529 -0.00523 0.027
```

Computed properties:
HOMO-LUMO gap, Ha: 0.38514
LUMO, eV: 0.72



No. 2
ORCA calculation (wB97M-V/def2-TZVPD) on CH6N4O2 in the gas phase at a distorted geometry.

Structure (XYZ):
```
13
Properties=species:S:1:pos:R:3:lowdin_charge:R:1
C -0.68126 -0.75174 0.53833 -0.076
N 1.90133 0.38901 0.81995 -0.050
N -1.53672 0.24932 0.49337 -0.128
N 1.03610 -0.33239 0.11972 -0.254
N -1.95504 0.85950 -0.71100 0.064
O 1.32353 -0.87669 -0.97810 -0.140
O 3.08773 0.69676 0.26706 -0.051
H -0.63060 -1.10065 1.55963 0.116
H -1.43906 0.75318 1.32362 0.115
H -0.81881 -1.49250 -0.32067 0.142
H -2.21120 0.07536 -1.25847 0.066
H -1.19945 1.29063 -1.20287 0.074
H 3.12345 0.24022 -0.65057 0.121
```

Computed properties:
HOMO-LUMO gap, Ha: 0.35012
LUMO, eV: 0.77



> HOMO-LUMO gap of number 1 (CH6N4O)?

0.38514 Ha



Please write out number 1 again, unchanged.
ORCA calculation (wB97M-V/def2-TZVPD) on CH6N4O in the gas phase at a distorted geometry.

Structure (XYZ):
```
12
Properties=species:S:1:pos:R:3:lowdin_charge:R:1
C 0.35936 1.09149 -0.02159 -0.536
H -1.58366 -0.53299 -1.17278 0.065
H -1.73193 -1.13499 0.30490 0.064
H -1.48044 1.61502 0.49005 0.151
H 2.18437 0.42287 -0.50044 0.127
H 0.53107 -1.77071 -0.20874 0.057
H 1.13689 -1.23286 1.22151 0.093
N -1.74395 -0.28572 -0.23041 0.016
N -0.94204 0.73847 0.31281 -0.029
N 1.24248 0.05695 -0.38436 -0.038
N 1.31025 -1.24283 0.19428 0.002
O 0.71759 2.27529 -0.00523 0.027
```

Computed properties:
HOMO-LUMO gap, Ha: 0.38514
LUMO, eV: 0.72



Repeat the first record exactly.
ORCA calculation (wB97M-V/def2-TZVPD) on CH6N4O in the gas phase at a distorted geometry.

Structure (XYZ):
```
12
Properties=species:S:1:pos:R:3:lowdin_charge:R:1
C 0.35936 1.09149 -0.02159 -0.536
H -1.58366 -0.53299 -1.17278 0.065
H -1.73193 -1.13499 0.30490 0.064
H -1.48044 1.61502 0.49005 0.151
H 2.18437 0.42287 -0.50044 0.127
H 0.53107 -1.77071 -0.20874 0.057
H 1.13689 -1.23286 1.22151 0.093
N -1.74395 -0.28572 -0.23041 0.016
N -0.94204 0.73847 0.31281 -0.029
N 1.24248 0.05695 -0.38436 -0.038
N 1.31025 -1.24283 0.19428 0.002
O 0.71759 2.27529 -0.00523 0.027
```

Computed properties:
HOMO-LUMO gap, Ha: 0.38514
LUMO, eV: 0.72



> Which value of HOMO-LUMO gap does entry 2 give?

0.35012 Ha